The following is a DFT calculation (ωB97M-V with the def2-TZVPD basis set) of a molecular structure, C4H5N3 in a non-equilibrium geometry.

Each line ends with the natural charge from an NBO analysis.
Element x y z (Å)
C1 -0.7229 -0.9040 1.2457  -0.209
C2 0.2335 -0.3534 -0.4337  0.044
C3 0.6606 0.6020 -1.3657  -0.119
C4 -0.3897 0.4457 0.5832  0.069
H1 -0.1235 -1.0758 2.0911  0.199
H2 -1.8092 -1.2437 1.3591  0.209
H3 0.4156 -2.5190 0.4105  0.389
H4 1.1441 0.3327 -2.3783  0.230
H5 0.4594 2.8072 -1.2602  0.418
N1 -0.1766 -1.6547 0.0986  -0.622
N2 0.5321 1.8401 -0.7202  -0.349
N3 -0.2233 1.7229 0.3699  -0.258

Forces on the atoms, in the same order (eV/Å):
C -2.788 -0.299 0.236
C -0.097 1.908 -0.392
C 1.578 -2.620 -1.106
C 1.499 -2.101 -1.815
H 0.371 -0.140 1.551
H 1.353 0.993 0.387
H -0.741 2.696 -1.339
H -0.667 1.324 1.888
H 0.261 -3.050 1.697
N 0.985 -0.694 -0.193
N -0.692 1.133 -3.157
N -1.060 0.849 2.245

Computed properties:
ΔE to the lowest compared entry with this formula, charge and spin in kcal per mole: 106.7
Largest force on an atom in eV Å⁻¹: 3.5
Orbital gap in hartree: 0.34471
Molecular weight in g/mol: 95.11
HOMO level in hartree: -0.3042


The following is a DFT calculation (ωB97M-V with the def2-TZVPD basis set) of a single CH3NO2 molecule in a non-equilibrium geometry.

Each line ends with the natural charge from an NBO analysis.
Element x y z (Å)
O1 -1.3532 -0.7926 0.0279  -0.540
C1 -0.8499 0.2570 -0.0622  0.508
N1 0.5686 0.4037 0.2836  -0.362
O2 1.2891 -0.7036 -0.0986  -0.562
H1 -1.2911 1.2063 -0.0915  0.120
H2 1.0440 0.9512 -0.5456  0.362
H3 0.5926 -1.3220 0.4865  0.472

Forces on the atoms, in the same order (eV/Å):
O -1.619 -2.628 -0.285
C 3.829 1.038 1.749
N 0.458 4.209 -4.707
O -2.839 -5.353 3.792
H -1.193 1.629 -0.474
H -1.846 0.649 2.493
H 3.210 0.455 -2.568

Computed properties:
ΔE to the lowest compared entry with this formula, charge and spin in kcal per mole: 93.9
Largest force on an atom in eV Å⁻¹: 7.1
Orbital gap in hartree: 0.38460
SMILES: O=CNO
Molecular weight in g/mol: 61.04
HOMO level in hartree: -0.3552


The following is a DFT calculation (ωB97M-V with the def2-TZVPD basis set) of a molecular structure, C33H61CaCsF2LiMgN3NaO16PS2 in a non-equilibrium geometry.

Each line ends with the Mulliken charge.
Element x y z (Å)
C1 -0.6520 6.9222 -0.5606  -0.996
C2 -2.0282 6.3485 -0.9957  -0.455
C3 -2.1153 5.8378 -2.4411  -1.071
C4 -0.9769 4.8965 -2.8979  0.165
C5 -1.0233 4.8001 -4.4384  -0.030
C6 0.1565 4.0767 -5.0976  -1.197
C7 0.1792 2.5335 -4.8794  -0.204
C8 -1.2052 1.9901 -4.5193  -0.836
C9 -1.1461 0.4565 -4.2352  -0.913
C10 -1.8861 0.0420 -2.9543  -1.520
C11 -1.1354 0.3053 -1.6405  -0.495
C12 -0.3560 -0.9490 -1.1238  2.750
C13 0.2746 -1.8840 -2.1635  -0.797
C14 1.7793 -1.7714 -2.4296  -0.980
N1 2.3131 -0.4594 -2.7417  -0.311
C15 -1.3110 -1.7479 -0.1956  -1.219
C16 -2.5885 -2.3428 -0.7427  -1.066
C17 -3.3696 -3.2547 0.2398  -1.169
C18 -3.3799 -2.8378 1.7235  -1.264
C19 -2.2869 -3.5133 2.5777  -0.746
C20 -1.3844 -2.4681 3.3179  0.166
C21 -0.0779 -3.0267 3.9259  -0.884
C22 0.8089 -1.9909 4.5886  -0.422
C23 2.1534 -2.5346 5.0366  -1.053
O1 3.0599 -2.7809 3.9434  -0.377
C24 3.6300 -1.7253 3.3754  1.009
C25 4.6335 -2.0702 2.3068  -0.989
O2 3.3670 -0.5694 3.6464  -0.647
O3 -0.3827 -2.6554 0.4538  -0.490
C26 0.7194 -1.9067 0.7385  -0.771
O4 1.6220 -2.3524 1.3914  -0.456
C27 0.6102 -0.5390 0.0359  1.797
C28 0.2050 0.6435 0.9218  -2.002
H1 0.1180 6.9199 -1.3431  0.206
H2 -0.7809 7.9527 -0.2317  0.288
H3 -0.2895 6.3857 0.3140  0.209
H4 -2.7400 7.1709 -0.9174  0.390
H5 -2.3727 5.5955 -0.2906  0.387
H6 -3.0256 5.2407 -2.5226  0.181
H7 -2.2536 6.6632 -3.1622  0.655
H8 -1.1290 3.9256 -2.4320  -0.425
H9 0.0312 5.2828 -2.6559  0.242
H10 -0.9786 5.8548 -4.7903  0.683
H11 -1.9888 4.4274 -4.7790  0.038
H12 0.1416 4.2589 -6.1715  0.375
H13 1.1001 4.5056 -4.7314  0.289
H14 0.9034 2.1753 -4.1374  -0.192
H15 0.4689 2.0910 -5.8330  0.434
H16 -1.8535 2.0591 -5.3934  0.603
H17 -1.6906 2.5072 -3.6958  0.198
H18 -0.0962 0.1450 -4.1659  0.499
H19 -1.5805 -0.0799 -5.0773  0.454
H20 -2.8821 0.4854 -2.9786  0.417
H21 -2.0305 -1.0393 -3.0099  0.622
H22 -1.8779 0.5328 -0.8776  0.571
H23 -0.4464 1.1505 -1.7691  0.279
H24 -0.2023 -1.7784 -3.1360  0.485
H25 0.1231 -2.9381 -1.8832  0.582
H26 1.9894 -2.4449 -3.3120  0.453
H27 2.3910 -2.1607 -1.5581  -0.249
H28 3.0306 -0.2290 -2.0555  0.062
H29 1.6056 0.2663 -2.7136  0.021
H30 -1.6486 -1.0846 0.6066  -0.019
H31 -2.4149 -2.9086 -1.6615  0.270
H32 -3.2396 -1.5122 -1.0188  0.592
H33 -3.0634 -4.2949 0.1211  0.492
H34 -4.4077 -3.2290 -0.0920  0.483
H35 -3.3752 -1.7586 1.8784  0.483
H36 -4.3353 -3.1701 2.1312  0.568
H37 -1.6072 -4.0661 1.8757  0.222
H38 -2.6853 -4.2170 3.3308  0.756
H39 -1.1541 -1.6518 2.6369  -0.188
H40 -1.9738 -2.0405 4.1306  0.756
H41 0.5231 -3.6219 3.1767  0.225
H42 -0.4149 -3.7303 4.7432  0.807
H43 0.9262 -1.1174 3.9501  0.074
H44 0.3111 -1.6460 5.4983  0.569
H45 2.0455 -3.5003 5.5317  0.533
H46 2.6221 -1.8760 5.7652  0.397
H47 4.5221 -3.0902 1.9447  0.236
H48 5.6389 -1.9230 2.6985  0.399
H49 4.4697 -1.4085 1.4581  0.148
H50 1.6512 -0.3386 -0.2393  0.136
H51 0.6872 0.5292 1.8942  0.312
H52 -0.8643 0.6992 1.1177  0.339
H53 0.4960 1.5976 0.4854  0.514
O5 3.5307 1.8719 1.2866  -0.709
H54 3.7907 1.0877 1.8081  0.336
H55 4.3510 2.3775 1.2162  0.321
Na1 3.3794 1.8508 -0.9033  0.899
N2 -6.8908 1.7690 -4.7647  -0.425
S1 -7.7879 0.4518 -4.9323  1.111
O6 -7.7897 -0.4017 -3.7885  -0.578
O7 -7.7454 -0.1401 -6.2253  -0.570
F1 -9.1858 1.1773 -4.8763  -0.240
S2 -5.3559 1.5492 -4.6931  1.195
O8 -4.6629 2.7285 -4.2390  -0.618
O9 -4.7286 0.8371 -5.7645  -0.603
F2 -5.1465 0.5536 -3.4379  -0.266
Mg1 -0.5807 -5.1513 3.3361  1.108
O10 -0.6157 -8.2697 6.4808  -0.402
P1 -1.7985 -7.3226 6.6565  0.590
O11 -1.5396 -5.9316 6.0924  -0.414
O12 -2.0856 -7.2470 8.1490  -0.251
O13 -2.9936 -8.0167 6.0178  -0.376
Li1 -0.2212 7.1612 -3.4703  0.987
C29 -0.7735 -6.3738 10.8722  0.840
O14 -0.6360 -7.6177 11.1846  -0.854
O15 -1.8172 -5.7638 11.5591  -0.468
O16 -0.1329 -5.7049 10.0844  -0.608
H56 -2.1295 -6.5093 12.0888  0.268
Cs1 -0.4114 -9.6284 10.4154  0.871
N3 8.1752 5.0326 -2.7868  0.012
C30 9.2231 4.9885 -1.9106  -0.421
C31 8.9417 4.0475 -0.9591  -0.608
C32 7.6725 3.4972 -1.2763  -0.132
C33 7.2242 4.1259 -2.4128  -0.508
H57 8.1179 5.6387 -3.5848  0.199
H58 10.0789 5.6281 -2.0392  0.385
H59 9.5755 3.7807 -0.1310  0.383
H60 7.1521 2.7244 -0.7306  0.359
H61 6.3192 4.0060 -2.9859  0.336
Ca1 2.8974 -3.8462 -2.1553  0.463

Forces on the atoms, in the same order (eV/Å):
C -0.887 0.152 0.286
C 0.211 0.740 -0.306
C 0.367 -0.721 0.630
C -0.547 0.633 -0.980
C 0.645 0.341 0.224
C 0.178 -0.517 0.363
C -0.807 0.507 -0.160
C 0.232 -1.481 -0.573
C -0.030 0.515 0.472
C 0.152 -0.395 -0.505
C 0.121 -0.694 -0.816
C -0.715 1.403 1.049
C 0.516 -0.100 -0.393
C -0.288 0.794 -0.079
N 0.025 0.404 0.321
C -0.404 0.335 -0.262
C 0.221 -0.939 0.037
C -0.202 0.599 -0.199
C -0.479 -1.107 0.111
C 1.579 0.676 0.547
C -0.122 -0.399 -0.107
C -1.117 -0.794 0.374
C 0.228 0.017 0.366
C 0.164 0.007 0.190
O -0.005 -0.178 0.183
C 0.118 0.665 -0.655
C -0.233 -0.385 0.021
O -0.105 -0.212 0.036
O 0.177 -0.047 0.172
C -0.367 0.001 0.258
O -0.100 0.203 -0.083
C 0.743 -0.902 -0.220
C -0.270 -0.482 0.445
H 0.169 -0.137 0.138
H 0.151 0.047 -0.076
H 0.422 -0.077 -0.228
H -0.182 -0.168 0.081
H 0.128 -0.161 -0.093
H -0.150 0.258 -0.288
H -0.007 0.112 0.072
H 0.374 0.024 0.157
H 0.020 -0.308 0.420
H -0.200 -0.111 -0.371
H -0.020 0.021 0.002
H -0.117 0.112 0.014
H -0.048 0.067 -0.051
H 0.127 0.365 0.096
H 0.186 -0.198 0.140
H -0.216 0.494 0.165
H 0.003 -0.035 0.015
H 0.064 -0.037 -0.082
H 0.003 -0.018 -0.010
H 0.046 0.032 0.183
H -0.389 0.068 -0.082
H 0.194 0.393 0.113
H -0.123 0.107 0.155
H -0.172 0.046 0.106
H -0.186 0.025 0.055
H -0.354 0.750 -0.022
H -0.861 1.702 0.248
H 0.098 -0.294 -0.341
H -0.201 -0.171 -0.214
H 0.078 0.198 -0.146
H 0.023 0.008 -0.001
H 0.138 0.134 0.016
H 0.145 0.003 0.181
H 0.033 -0.075 -0.112
H 0.206 0.030 -0.105
H -0.022 0.085 -0.002
H -0.271 0.065 -0.155
H -0.388 0.099 -0.092
H 0.075 -0.010 -0.060
H 0.058 0.019 0.051
H 0.303 0.951 -0.141
H 0.325 0.358 0.109
H 0.107 -0.070 -0.112
H -0.149 -0.022 -0.077
H -0.046 -0.036 -0.083
H 0.005 0.190 -0.163
H 0.051 -0.030 0.161
H 0.021 -0.002 -0.001
H 0.068 0.109 0.043
H -0.042 -0.102 -0.348
H 0.177 0.217 -0.035
H -0.022 -0.011 -0.063
H 0.064 -0.018 -0.023
O 0.508 -0.369 -0.394
H -0.358 0.130 0.270
H 0.101 0.209 0.654
Na -0.084 0.000 -0.203
N 0.648 -0.290 0.269
S -1.189 -0.387 -0.303
O 0.295 0.174 0.068
O 0.279 0.153 0.025
F 0.303 0.138 0.034
S 0.498 0.338 0.056
O -0.229 0.178 -0.009
O -0.051 -0.137 0.023
F 0.010 -0.069 0.096
Mg -0.967 -1.041 1.495
O -0.216 -0.274 0.084
P 0.649 1.062 -0.590
O 0.618 0.816 -2.010
O -0.304 -0.536 0.167
O 0.012 -0.351 0.368
Li -0.384 -0.279 0.100
C -0.385 0.580 0.398
O -0.370 4.786 1.525
O 0.435 -0.561 -0.261
O 0.093 -0.213 -0.125
H -0.304 0.338 0.204
Cs 0.508 -4.819 -1.935
N -0.042 -0.047 0.053
C -0.028 0.048 -0.052
C 0.024 -0.034 0.096
C -0.159 0.054 -0.066
C -0.038 0.039 0.036
H 0.033 -0.017 -0.022
H 0.013 -0.015 0.018
H 0.008 -0.004 -0.007
H 0.058 -0.057 -0.016
H 0.043 -0.021 -0.044
Ca 1.273 -3.158 0.110

Computed properties:
Net charge: +2
ΔE to the lowest compared entry with this formula, charge and spin in kcal per mole: 0.0
Largest force on an atom in eV Å⁻¹: 5.2
Orbital gap in hartree: 0.09407
Molecular weight in g/mol: 1116.18
HOMO level in hartree: -0.3710


The following is a DFT calculation (ωB97M-V with the def2-TZVPD basis set) of 10 unconnected molecules or ions with the total composition C5H31N2O10 in a non-equilibrium geometry.

Each line ends with the Mulliken spin population.
Element x y z (Å)
O1 -0.4110 0.3434 -0.0755  -0.328
C1 0.0294 -0.8176 -0.3185  1.385
N1 -0.8425 -1.8717 -0.0805  0.178
C2 -0.7156 -3.1294 -0.8180  0.024
C3 -1.1292 -2.9232 -2.3071  0.084
C4 1.5125 -0.8984 -0.1664  0.578
N2 2.1378 0.3673 -0.7254  -1.039
C5 3.0596 0.9761 0.3562  0.245
H1 -1.7781 -1.5314 0.1364  -0.033
H2 0.3373 -3.3490 -0.7464  -0.053
H3 -1.3393 -3.9070 -0.3966  -0.014
H4 -2.1751 -2.8913 -2.5507  0.018
H5 -0.6028 -3.6103 -3.0161  -0.010
H6 -0.6811 -1.9459 -2.5377  -0.057
H7 1.8542 -1.0211 0.8875  0.136
H8 2.0501 -1.7267 -0.6388  0.043
H9 2.7512 0.1002 -1.5144  -0.047
H10 1.3784 1.0057 -0.9257  0.168
H11 3.6347 0.2084 0.8873  0.073
H12 2.5207 1.5152 1.1449  0.013
H13 3.6045 1.8106 -0.0624  -0.058
H14 -2.4315 2.7177 -3.2697  0.012
H15 -2.9121 1.4491 -2.6669  -0.012
O2 -2.1125 1.9875 -2.7225  -0.018
H16 -3.0109 1.6165 0.8890  0.042
H17 -2.8210 2.3682 2.0634  0.043
O3 -2.2510 1.8431 1.4524  -0.207
H18 1.6850 -3.9796 1.6945  0.022
H19 1.1518 -2.4889 1.5214  -0.065
O4 1.6167 -3.2327 1.1025  -0.115
H20 2.3764 1.1880 -3.4777  0.009
H21 0.9555 1.9912 -3.3171  0.093
O5 1.5232 1.2660 -3.0382  -0.085
H22 -1.0431 1.3141 2.6148  0.069
H23 0.4245 0.9552 2.7764  -0.028
O6 -0.4563 0.6452 3.0298  -0.010
H24 -0.5363 2.3783 -1.7107  0.000
H25 -0.8503 2.9632 -0.3735  0.021
O7 -0.1545 2.9780 -1.0485  -0.094
H26 -3.3930 -0.6667 1.9520  0.014
H27 -3.9192 -1.5984 0.9103  0.007
O8 -3.2681 -0.8917 1.0216  -0.031
H28 1.5860 4.3645 0.7019  0.021
H29 1.2614 3.0992 -0.0782  -0.008
O9 1.8362 3.4361 0.6396  -0.042
H30 0.5710 -1.8587 4.0192  -0.003
H31 0.1971 -0.9179 2.9796  0.028
O10 0.3993 -1.8837 3.0675  0.032

Forces on the atoms, in the same order (eV/Å):
O 0.277 -0.007 -0.520
C -1.328 1.021 1.120
N 0.510 -0.522 -0.293
C -0.596 1.012 -1.154
C 2.137 0.145 -0.286
C 1.292 -1.159 -0.708
N 1.910 -0.973 3.110
C -0.667 0.275 0.339
H 0.501 0.010 -0.124
H 0.094 -0.729 -0.136
H 0.189 -0.146 0.567
H -0.581 -0.093 0.239
H -0.587 0.141 0.672
H -0.343 -0.027 -0.296
H -0.420 0.845 -0.280
H -0.553 0.037 -0.110
H -0.896 0.553 0.135
H -0.371 0.303 -0.569
H 0.129 0.091 -0.837
H -0.591 -0.663 -0.468
H 0.621 -0.311 -0.475
H 0.357 0.129 0.055
H 0.297 -0.380 0.259
O -0.696 0.189 -0.463
H 0.843 -0.879 -0.680
H 1.045 0.039 0.086
O -2.210 1.384 0.553
H -0.302 0.227 0.441
H -0.102 -1.086 0.750
O 0.659 -0.198 -0.875
H -0.256 0.675 -0.569
H 0.580 0.172 -0.611
O -0.432 -0.570 0.481
H 0.236 -0.979 -0.195
H -0.092 0.150 -0.043
O 0.358 0.923 0.343
H 0.022 -0.044 0.210
H 0.222 -0.179 0.125
O -0.348 0.222 -0.286
H 0.471 0.166 0.026
H 0.066 0.029 -0.221
O -0.998 -0.151 0.261
H 0.064 -0.072 0.011
H -0.096 0.175 0.141
O 0.016 0.438 0.073
H 0.170 -0.670 -0.070
H -0.627 -0.771 -0.618
O 0.028 1.256 0.887

Computed properties:
Spin multiplicity: 2
ΔE to the lowest compared entry with this formula, charge and spin in kcal per mole: 81.8
Largest force on an atom in eV Å⁻¹: 3.8
Expectation value of S²: 0.75
Orbital gap (alpha / beta) in hartree: 0.09804 / 0.30188
Molecular weight in g/mol: 279.31
HOMO level (alpha / beta) in hartree: -0.0899 / -0.3011